P) {
  "formula": "C2H3NO2S2",
  "method": "ωB97M-V/def2-TZVPD",
  "species": ["C", "C", "N", "O", "O", "S", "S", "H", "H", "H"],
  "coordinates": [[0.06, 0.48, -1.44], [-0.06, -0.14, -0.07], [-0.72, 1.38, -1.89], [-0.92, 0.84, -4.35], [0.24, 2.94, -3.76], [1.27, -0.17, -2.53], [-0.13, 1.57, -3.41], [0.54, 0.42, 0.59], [0.26, -1.16, -0.14], [-1.12, 0.05, 0.13]],
  "e_lumo_ev": -1.7,
  "homo_lumo_gap_ev": 8.654
}


Q) {
  "formula": "C2H3NO2S2",
  "method": "ωB97M-V/def2-TZVPD",
  "species": ["C", "C", "N", "O", "O", "S", "S", "H", "H", "H"],
  "coordinates": [[0.83, 1.46, -0.48], [-0.30, -0.99, 0.40], [-0.55, -1.38, 1.77], [-0.17, -0.03, -2.40], [-1.60, -0.96, 2.20], [1.08, 0.30, 0.75], [0.29, 1.33, -2.03], [0.13, -1.74, -0.09], [-1.13, -0.33, 0.00], [1.43, 2.35, -0.12]],
  "e_lumo_ev": -0.9,
  "homo_lumo_gap_ev": 8.037
}


R) {
  "formula": "C2H3NO2S2",
  "method": "ωB97M-V/def2-TZVPD",
  "species": ["C", "C", "N", "O", "O", "S", "S", "H", "H", "H"],
  "coordinates": [[0.25, -1.08, -0.01], [0.39, 0.32, -0.15], [1.21, -1.90, 0.11], [2.62, 1.34, -1.33], [2.46, 1.30, 1.15], [2.80, -1.36, -0.09], [2.21, 0.68, -0.12], [-0.68, -1.59, 0.12], [0.25, 0.59, -1.26], [-0.32, 0.80, 0.32]],
  "e_lumo_ev": 0.2,
  "smiles": "O=S1(=O)CC=NS1",
  "homo_lumo_gap_ev": 9.958
}


S) {
  "formula": "C2H3NO2S2",
  "method": "ωB97M-V/def2-TZVPD",
  "species": ["C", "C", "N", "O", "O", "S", "S", "H", "H", "H"],
  "coordinates": [[1.63, 0.42, -0.61], [-1.05, -0.50, 0.35], [-0.88, -1.59, -0.24], [2.24, -1.35, 1.25], [0.39, -2.01, -0.64], [2.70, 1.51, -0.04], [1.85, -1.30, -0.18], [-1.98, -0.21, 0.67], [-0.28, 0.26, 0.51], [1.18, 0.49, -1.58]],
  "e_lumo_ev": -1.7,
  "homo_lumo_gap_ev": 7.796
}


Which one sits at the top of the stability order? P) does.


P) {
  "formula": "C6H18NSi",
  "method": "ωB97M-V/def2-TZVPD",
  "species": ["C", "C", "C", "C", "C", "C", "N", "Si", "H", "H", "H", "H", "H", "H", "H", "H", "H", "H", "H", "H", "H", "H", "H", "H", "H", "H"],
  "coordinates": [[-0.11, 2.09, -0.76], [-1.94, 0.64, -0.21], [-1.70, 2.75, 0.92], [0.50, -3.61, -1.45], [2.66, -2.80, 0.43], [-0.16, 0.96, 1.35], [-0.98, 1.61, 0.32], [0.87, -2.35, -0.07], [-0.69, 2.61, -1.52], [0.64, 2.78, -0.37], [0.40, 1.25, -1.23], [-2.55, 1.09, -0.98], [-1.41, -0.22, -0.62], [-2.59, 0.28, 0.59], [-2.34, 2.41, 1.73], [-0.99, 3.47, 1.33], [-2.31, 3.25, 0.18], [0.56, -4.63, -1.09], [-0.49, -3.48, -1.89], [1.22, -3.51, -2.26], [3.18, -1.95, 0.88], [2.67, -3.60, 1.16], [3.24, -3.12, -0.43], [0.61, 1.63, 1.71], [-0.78, 0.66, 2.19], [0.31, 0.04, 0.93]],
  "e_lumo_ev": -3.5,
  "charge": 1,
  "homo_lumo_gap_ev": 7.667
}


Q) {
  "formula": "C6H18NSi",
  "method": "ωB97M-V/def2-TZVPD",
  "species": ["C", "C", "C", "C", "C", "C", "N", "Si", "H", "H", "H", "H", "H", "H", "H", "H", "H", "H", "H", "H", "H", "H", "H", "H", "H", "H"],
  "coordinates": [[-0.39, -1.87, -0.47], [-0.09, -0.01, -2.06], [1.69, -1.39, -1.59], [0.43, 2.50, 1.96], [-2.10, 0.27, 1.99], [0.98, 0.02, 0.08], [0.50, -0.84, -0.97], [-0.74, 1.30, 1.07], [-1.43, -1.62, -0.70], [-0.16, -2.95, -0.98], [-0.19, -2.02, 0.51], [-0.30, -0.68, -2.95], [-1.08, 0.39, -1.73], [0.48, 0.90, -2.27], [2.39, -0.70, -1.93], [2.30, -2.01, -0.91], [1.43, -2.11, -2.30], [1.24, 2.29, 1.24], [0.18, 3.60, 1.88], [0.71, 2.25, 3.05], [-1.83, -0.39, 2.83], [-2.80, 1.01, 2.40], [-2.77, -0.30, 1.34], [1.22, -0.58, 0.96], [1.64, 0.67, -0.51], [-1.30, 2.29, 0.05]],
  "e_lumo_ev": -2.6,
  "charge": 1,
  "homo_lumo_gap_ev": 10.987
}


Which one sits at the top of the stability order? P) does.